(1)
Density functional theory data (ωB97M-V with the def2-TZVPD basis set) for a single C18H19N3O3 molecule.

```
43
Properties=species:S:1:pos:R:3:forces:R:3:lowdin_charge:R:1
C -2.648474 -2.584012 3.110240 2.6 8.1 -3.8 -0.014
C -2.214001 -2.263604 1.685305 2.5 2.4 3.3 -0.306
C -1.541469 -0.909225 1.708324 -1.3 -4.2 -11.4 0.114
C -1.266971 -0.445324 0.225635 1.4 -1.3 2.5 -0.027
N -0.833033 0.872123 -0.201008 7.0 -7.5 14.3 -0.077
C -1.475639 1.589009 -0.957237 -0.7 3.7 -10.6 -0.245
C -0.408629 2.615027 -1.697544 -3.5 -5.1 -7.0 -0.174
N 0.642111 2.726531 -0.960100 8.2 0.0 7.7 -0.114
C 1.870530 2.089304 -1.143107 -0.2 -4.8 -3.5 -0.318
O 2.097259 1.327986 -2.190671 -0.7 3.7 4.1 -0.037
C 2.898897 2.069605 0.036807 0.1 -4.7 -3.0 0.005
C 3.575897 0.865339 0.350565 -2.6 3.5 1.5 0.099
C 4.565293 1.072422 1.613417 -5.3 -14.2 -10.3 -0.708
O 4.899186 1.934557 2.127587 4.9 16.5 8.5 0.252
O 5.015388 -0.134387 1.842574 3.7 -5.8 1.6 0.039
C 0.360637 2.809300 0.612441 -1.9 6.0 -3.4 -0.072
C -0.356318 1.617986 1.166289 0.0 1.2 -6.5 -0.052
C -1.085492 -1.454582 -0.793341 -3.3 -2.1 3.3 -0.060
C -0.496645 -1.278251 -2.072138 1.2 11.1 12.9 -0.104
C -0.659015 -1.967766 -2.981648 -7.2 -15.0 -3.0 -0.070
C -1.224716 -3.312255 -2.759633 2.8 0.5 -8.8 -0.081
C -1.730451 -3.699730 -1.724581 -4.7 -1.3 14.7 -0.077
C -1.759023 -2.734529 -0.525658 1.2 0.6 0.2 -0.071
N -2.265709 -3.202130 0.784769 0.9 2.4 -4.3 0.136
H -1.916515 -2.454310 3.800518 3.0 0.5 1.7 0.062
H -2.925069 -3.433782 3.228884 -4.0 -10.3 1.1 -0.022
H -3.317603 -1.860840 3.411718 -2.1 1.3 0.5 0.071
H -1.477600 -0.226872 2.402658 -0.2 3.0 4.0 0.016
H -2.160307 2.212368 -0.699740 -5.0 3.8 2.8 0.069
H -1.946167 0.844290 -1.568799 -0.6 0.4 -1.8 0.144
H -0.011103 2.059426 -2.767279 -1.1 1.3 2.8 0.191
H -0.774536 3.519086 -2.061101 -1.3 1.7 -0.2 0.091
H 3.217956 3.048438 0.138855 1.1 1.6 1.5 0.087
H 3.154389 -0.160525 0.053900 1.0 1.8 0.4 0.141
H 5.928953 -0.420850 2.381691 -3.7 2.2 -1.8 0.232
H 1.179503 3.330277 1.155851 -0.4 -1.1 -0.4 0.114
H -0.417667 3.838188 0.457353 1.7 -3.0 1.1 0.187
H -1.155604 2.017541 1.637040 -3.0 0.6 1.8 0.085
H 0.250095 1.105848 1.773213 2.1 -2.7 1.9 0.079
H 0.017069 -0.410031 -2.309119 1.1 2.1 0.5 0.111
H -0.268621 -1.863319 -3.769415 5.3 1.8 -11.2 0.032
H -1.218403 -4.177619 -3.446404 0.6 1.2 -0.9 0.130
H -2.118384 -4.570708 -1.077111 0.5 0.0 -2.8 0.143
```
Positions in Å, forces in eV/Å.

The SMILES is Cc1cc(N2CCN(C(=O)/C=C/C(=O)O)CC2)c2ccccc2n1. For the LUMO energy, the calculation gives 0.1 eV. Its energy above the lowest of the compared OMol25 structures with the same formula, charge and spin is 400.5 kcal per mole. The highest occupied orbital energy comes out at -0.309 hartree. The calculation puts the frontier orbital gap at 8.48 eV.

=====

(2)
Density functional theory data (ωB97M-V with the def2-TZVPD basis set) for a single C18H19N3O3S molecule.

```
44
Properties=species:S:1:pos:R:3:forces:R:3:lowdin_charge:R:1
C 3.472729 2.728563 0.718337 0.0 -0.1 0.0 -0.038
C 4.073689 1.380491 0.499703 0.6 0.1 0.0 -0.201
C 5.418698 1.158630 0.368956 -0.5 0.2 0.1 -0.038
C 5.927607 -0.140777 0.159776 -0.1 -0.5 -0.1 -0.066
C 5.088174 -1.207749 0.083349 0.8 0.1 -0.1 -0.048
N 3.754075 -1.006351 0.211333 -0.2 0.8 0.1 -0.004
C 2.705688 -1.867324 0.178843 -0.9 -0.3 0.1 0.007
C 1.567440 -1.102043 0.374014 1.0 -0.2 -0.1 -0.226
C 0.179334 -1.527384 0.430341 -0.6 -0.1 0.0 -0.144
C -0.229306 -2.786477 -0.008943 0.0 0.2 0.1 -0.011
C -1.562199 -3.152832 0.041358 -0.1 0.0 0.0 -0.054
C -2.513326 -2.261712 0.511390 -0.1 -0.1 0.0 -0.057
C -2.103219 -1.014206 0.937885 -0.5 0.3 0.3 -0.256
S -3.328945 0.168606 1.495825 -0.4 0.3 0.2 0.686
O -4.521362 -0.542822 1.858227 0.1 -0.3 -0.3 -0.286
O -2.721776 1.037959 2.460250 0.4 0.0 -0.2 -0.278
N -3.750321 1.144068 0.202248 0.2 -0.6 0.9 -0.231
C -4.579949 0.554130 -0.817538 -0.2 -0.3 -0.2 -0.153
C -3.719862 0.036784 -1.995287 0.0 0.1 -0.2 -0.168
O -2.351176 0.060741 -1.664577 0.0 -0.1 -0.1 -0.157
C -1.892709 1.368750 -1.402535 0.1 0.1 -0.2 -0.168
C -2.731931 2.038754 -0.285860 0.3 0.2 -0.1 -0.151
C -0.779322 -0.641576 0.920575 0.3 -0.1 0.0 -0.012
N 1.902685 0.204536 0.519112 -0.2 0.4 0.0 0.179
C 3.215431 0.263302 0.420247 0.0 -0.3 0.0 -0.235
H 2.820595 2.704073 1.588653 -0.1 0.1 0.1 0.085
H 4.244551 3.480343 0.859214 0.0 0.0 0.0 0.077
H 2.856994 3.000929 -0.137418 -0.1 0.1 0.0 0.086
H 6.108402 1.986644 0.426782 0.0 0.1 0.0 0.110
H 6.990322 -0.290008 0.060453 0.1 -0.1 0.0 0.103
H 5.421215 -2.222191 -0.074085 0.0 0.0 0.0 0.126
H 2.838349 -2.920941 0.044891 0.1 -0.2 0.0 0.121
H 0.500869 -3.479292 -0.399184 0.1 -0.1 -0.1 0.109
H -1.863262 -4.133898 -0.295169 0.0 -0.1 0.0 0.107
H -3.559631 -2.517260 0.562935 -0.1 -0.1 0.0 0.114
H -5.130630 -0.249918 -0.330670 -0.1 0.1 -0.2 0.109
H -5.295206 1.308221 -1.165096 0.0 -0.1 0.1 0.127
H -3.891750 0.650076 -2.893545 0.0 -0.1 0.0 0.121
H -3.946666 -1.004092 -2.229870 -0.1 0.1 0.0 0.124
H -1.943361 1.965922 -2.326569 0.1 0.0 0.1 0.122
H -0.848360 1.253531 -1.109591 0.0 0.1 0.0 0.116
H -2.120733 2.305135 0.575298 0.1 0.2 -0.2 0.111
H -3.223690 2.942858 -0.661781 0.0 -0.1 0.1 0.127
H -0.478162 0.325824 1.287739 0.1 0.1 0.0 0.117
```
Positions in Å, forces in eV/Å.

The SMILES is Cc1cccn2cc(-c3cccc(S(=O)(=O)N4CCOCC4)c3)nc12. For the LUMO energy, the calculation gives 0.4 eV. Its energy above the lowest of the compared OMol25 structures with the same formula, charge and spin is 70.7 kcal per mole. The highest occupied orbital energy comes out at -0.301 hartree. The calculation puts the frontier orbital gap at 8.62 eV.

=====

(3)
Density functional theory data (ωB97M-V with the def2-TZVPD basis set) for a single C18H19N5O3 molecule.

```
45
Properties=species:S:1:pos:R:3:forces:R:3:lowdin_charge:R:1
C -6.835809 -0.978602 0.383835 -0.1 -0.1 -0.1 -0.097
O -6.179801 0.183968 0.824599 0.2 0.2 0.1 -0.092
C -4.916433 0.428554 0.364413 0.1 0.0 -0.1 -0.284
C -4.210093 -0.387948 -0.505811 -0.4 0.0 0.2 -0.015
C -2.927511 -0.046648 -0.913768 0.4 0.2 -0.1 -0.010
C -2.335468 1.119253 -0.455275 -0.2 -0.1 0.1 -0.264
O -1.083065 1.564827 -0.796409 -0.1 0.2 0.2 -0.038
C -0.315555 0.813904 -1.710278 0.3 0.1 0.0 -0.105
C 0.191780 -0.460089 -1.124122 -0.5 -0.5 -0.6 -0.289
N -0.125347 -1.660707 -1.455358 -0.3 0.5 -0.3 0.192
C 0.610226 -2.488474 -0.636224 0.7 1.3 0.6 -0.225
C 0.588721 -3.884397 -0.670137 0.0 -0.4 0.0 -0.182
N 0.623451 -5.032198 -0.664141 0.0 -0.4 0.0 0.147
C 1.372514 -1.684771 0.196216 -0.5 -1.0 -0.3 -0.245
N 2.203181 -1.987598 1.227769 -0.2 0.1 0.0 0.074
C 3.162705 -1.002376 1.675223 0.2 0.1 -0.1 -0.169
C 4.388814 -0.893464 0.749824 -0.1 0.3 0.1 -0.142
C 4.914584 0.544759 0.659958 0.3 -0.6 0.1 -0.141
N 3.936063 1.409538 0.058844 -0.2 0.3 -0.1 -0.097
C 3.127094 2.310308 0.696281 -0.2 0.3 0.1 -0.077
C 2.286139 2.807123 -0.255265 0.1 0.0 0.3 -0.143
N 2.555164 2.227871 -1.455348 0.0 0.1 -0.5 0.051
C 3.537835 1.400113 -1.235548 0.1 -0.1 -0.1 -0.175
O 1.112882 -0.402911 -0.115289 0.4 -0.1 0.5 0.146
C -3.044506 1.940097 0.423727 0.1 -0.1 -0.1 -0.001
C -4.314330 1.600624 0.827182 -0.1 -0.1 0.0 -0.002
H -7.812446 -0.966751 0.865529 0.1 -0.1 -0.1 0.091
H -6.969308 -0.978511 -0.703068 0.0 0.0 0.0 0.095
H -6.296947 -1.883913 0.682583 0.0 0.0 0.0 0.095
H -4.636559 -1.303909 -0.882676 -0.1 -0.1 0.0 0.104
H -2.406332 -0.714443 -1.580573 0.0 0.0 0.0 0.095
H -0.880696 0.580036 -2.619419 0.1 -0.1 0.1 0.142
H 0.541253 1.456336 -1.951360 -0.3 -0.2 -0.1 0.105
H 2.485351 -2.956320 1.268360 -0.1 0.0 0.0 0.150
H 2.634337 -0.046229 1.703419 0.1 -0.1 0.1 0.109
H 3.465147 -1.263276 2.691059 0.0 0.1 0.0 0.127
H 5.189180 -1.549472 1.094044 0.0 0.0 0.0 0.113
H 4.100740 -1.214785 -0.254465 0.0 0.0 0.0 0.113
H 5.827221 0.560304 0.055344 -0.1 0.1 0.2 0.129
H 5.150571 0.923899 1.657351 0.0 0.1 -0.1 0.131
H 3.228583 2.525722 1.740467 0.0 0.0 0.2 0.116
H 1.502529 3.530040 -0.156690 -0.2 0.2 0.1 0.102
H 3.997076 0.784973 -1.984338 0.2 -0.2 -0.1 0.131
H -2.574635 2.844933 0.774903 0.0 0.1 0.1 0.118
H -4.868280 2.230613 1.504649 -0.1 0.1 0.1 0.118
```
Positions in Å, forces in eV/Å.

The SMILES is COc1ccc(OCc2nc(C#N)c(NCCCn3ccnc3)o2)cc1. For the LUMO energy, the calculation gives 0.5 eV. Its energy above the lowest of the compared OMol25 structures with the same formula, charge and spin is 65.7 kcal per mole. The highest occupied orbital energy comes out at -0.289 hartree. The calculation puts the frontier orbital gap at 8.33 eV.

=====

(4)
Density functional theory data (ωB97M-V with the def2-TZVPD basis set) for a single C18H19N7O molecule.

```
45
Properties=species:S:1:pos:R:3:forces:R:3:lowdin_charge:R:1
C -0.985484 -5.380968 -1.147690 -0.3 0.1 0.3 -0.095
N -0.893332 -4.254173 -2.061075 0.0 1.6 -0.1 -0.004
C -0.829817 -2.937682 -1.614150 0.0 -0.7 0.1 -0.231
N -1.107995 -2.651836 -0.362035 0.4 -0.5 -0.5 0.157
C -1.036175 -1.355764 0.109757 -0.5 0.5 -0.9 -0.172
C -1.399986 -1.125641 1.573280 0.9 2.4 -0.7 -0.142
N -1.906271 -2.029020 2.375864 0.0 0.4 0.7 0.137
N -2.042050 -1.430273 3.587778 0.7 1.1 0.6 -0.145
C -2.494091 -2.164530 4.772307 -1.6 0.3 -0.8 -0.018
C -1.563640 -0.106727 3.601857 -0.8 -1.0 0.4 -0.178
C -1.479587 0.822540 4.792722 1.0 -0.3 -0.4 0.004
C -1.190028 0.156886 2.333405 -0.2 -2.2 -1.1 -0.195
O -0.684015 1.368397 1.957340 -0.2 -0.2 -0.5 0.020
C 0.654069 1.417978 1.682051 1.1 0.0 -0.1 -0.271
C 1.538457 0.343040 1.850604 -0.6 -0.2 0.5 -0.017
C 2.884364 0.491870 1.603777 0.0 1.4 -0.2 -0.069
C 3.368992 1.743088 1.195741 -0.7 -0.6 0.0 -0.092
C 2.486966 2.800624 1.006531 0.5 0.0 -0.5 -0.087
C 1.125547 2.645824 1.219750 -0.3 -0.5 0.2 -0.015
C -0.740308 -0.325306 -0.763821 0.1 -0.4 1.3 0.048
N -0.374583 -0.618128 -2.097344 -1.0 0.3 2.1 0.054
C -0.013771 0.158087 -3.139990 0.8 0.8 -0.2 -0.340
C 0.221099 1.642814 -3.079484 -1.9 -0.5 -0.7 0.009
N 0.238836 -0.600162 -4.180377 -0.7 -0.5 0.2 0.069
N -0.069431 -1.894750 -3.837317 0.4 -0.3 0.0 0.061
C -0.414956 -1.889570 -2.570317 -0.3 -0.6 0.1 -0.228
H -1.856037 -5.329716 -0.487268 0.1 0.5 0.0 0.077
H -1.160501 -6.314917 -1.684603 0.5 0.2 -0.2 0.080
H -0.095581 -5.408913 -0.507834 -0.1 -0.3 -0.1 0.084
H -0.667116 -4.378512 -3.045893 0.0 -0.1 0.6 0.128
H -2.756303 -3.179131 4.467424 -0.1 0.2 -0.2 0.085
H -3.408444 -1.672764 5.218489 0.9 -0.5 -0.5 0.104
H -1.755190 -2.262490 5.533521 0.8 0.2 0.5 0.068
H -1.044410 1.808164 4.491125 -0.5 -0.9 0.1 0.099
H -2.428407 0.974937 5.265068 -0.7 0.2 0.1 0.067
H -0.828406 0.393412 5.568085 0.0 0.1 -0.2 0.085
H 1.223319 -0.622951 2.232140 -0.3 0.2 -0.1 0.121
H 3.517783 -0.353489 1.764023 0.5 -0.3 0.0 0.100
H 4.395747 1.893924 0.947146 0.6 0.0 0.0 0.090
H 2.942865 3.708027 0.606818 -0.5 0.0 0.2 0.107
H 0.360910 3.393928 1.057292 0.3 0.3 0.0 0.119
H -0.713630 0.698661 -0.409405 0.1 -0.1 -0.5 0.111
H -0.518868 2.171016 -3.734867 0.6 -0.4 0.6 0.101
H 0.153725 2.049526 -2.089844 -0.1 0.1 0.6 0.054
H 1.186624 1.831632 -3.443830 1.3 0.4 -0.6 0.060
```
Positions in Å, forces in eV/Å.

The SMILES is CNc1nc(-c2nn(C)c(C)c2Oc2ccccc2)cn2c(C)nnc12. For the LUMO energy, the calculation gives 0.7 eV. Its energy above the lowest of the compared OMol25 structures with the same formula, charge and spin is 32.4 kcal per mole. The highest occupied orbital energy comes out at -0.288 hartree. The calculation puts the frontier orbital gap at 8.50 eV.

=====

(5)
Density functional theory data (ωB97M-V with the def2-TZVPD basis set) for a single C18H19NO molecule.

```
39
Properties=species:S:1:pos:R:3:forces:R:3:lowdin_charge:R:1
C 1.924704 -2.364538 -1.642099 0.1 -0.1 0.0 0.025
C 0.650202 -2.037179 -1.733141 -0.2 0.1 -0.1 -0.160
C 0.122145 -0.987077 -2.667289 0.1 -0.1 -0.1 -0.173
N -0.259626 0.203568 -1.931473 -0.3 -0.2 0.0 0.080
C 0.435700 1.362751 -2.022462 -0.3 0.0 0.1 -0.464
O 1.321181 1.542769 -2.833242 0.2 0.1 -0.2 0.080
C -0.023869 2.434648 -1.080570 0.1 0.2 0.1 -0.096
C -0.448078 3.636000 -1.639340 0.0 0.0 0.0 -0.017
C -0.861556 4.680615 -0.835318 0.0 0.0 -0.1 -0.079
C -0.828942 4.537243 0.542023 0.0 0.0 0.1 -0.078
C -0.380111 3.355755 1.101400 0.0 0.0 0.0 -0.038
C 0.026156 2.289120 0.306538 0.1 0.0 -0.1 -0.181
C 0.498895 1.021617 0.963952 -0.1 0.0 0.0 -0.140
C -0.689064 0.252940 1.579504 0.2 -0.1 0.0 -0.138
C -0.448956 -1.228859 1.659332 -0.1 0.0 0.0 -0.244
C 0.751097 -1.736438 2.142737 0.0 0.0 0.0 -0.042
C 0.968050 -3.101023 2.200503 0.1 0.0 0.0 -0.083
C -0.013925 -3.982374 1.781162 0.0 -0.1 0.0 -0.094
C -1.216672 -3.489046 1.307084 -0.1 -0.1 0.0 -0.095
C -1.428785 -2.122486 1.244513 0.0 0.0 0.1 -0.066
H 2.271316 -3.103303 -0.939357 0.0 -0.1 0.2 0.050
H 2.670884 -1.907125 -2.270696 0.1 0.1 -0.2 0.062
H -0.083459 -2.498281 -1.084793 0.0 -0.1 0.1 0.080
H 0.891348 -0.675427 -3.377184 -0.2 -0.1 0.0 0.117
H -0.749034 -1.366248 -3.213829 0.1 0.1 0.0 0.120
H -0.949501 0.095003 -1.205398 0.0 0.2 0.0 0.131
H -0.448274 3.735897 -2.714483 0.0 0.0 -0.1 0.120
H -1.199056 5.605159 -1.278983 0.0 0.1 0.0 0.102
H -1.142270 5.350524 1.180033 0.0 0.1 0.1 0.102
H -0.335079 3.255761 2.176650 0.0 0.0 0.1 0.115
H 1.011998 0.386695 0.240336 0.0 0.0 0.1 0.109
H 1.215345 1.273621 1.748174 0.0 0.0 0.0 0.122
H -0.888275 0.641025 2.582279 -0.1 0.1 -0.1 0.125
H -1.590412 0.438827 0.987914 0.0 0.0 0.1 0.114
H 1.523010 -1.059476 2.476366 0.1 0.1 0.0 0.114
H 1.907917 -3.478789 2.575813 0.1 0.0 0.0 0.104
H 0.156426 -5.047784 1.824612 0.0 -0.1 0.0 0.101
H -1.990158 -4.168465 0.979161 -0.1 -0.1 0.0 0.104
H -2.371270 -1.745619 0.869571 -0.1 0.1 0.0 0.111
```
Positions in Å, forces in eV/Å.

The SMILES is C=CCNC(=O)c1ccccc1CCc1ccccc1. For the LUMO energy, the calculation gives 0.8 eV. Its energy above the lowest of the compared OMol25 structures with the same formula, charge and spin is 5.1 kcal per mole. The highest occupied orbital energy comes out at -0.335 hartree. The calculation puts the frontier orbital gap at 9.91 eV.